Entry 1:
A cluster of 2 separate species, C4H8NO2 in total in a non-equilibrium geometry. Source: OMol25; level of theory: wB97M-V/def2-TZVPD.

Its net charge is -1. As for the calculated total energy: -362.43884 hartree. The frontier orbital gap is 7.41 eV. Its maximum force is 2.06 eV/Å. Its energy above the lowest of the compared OMol25 structures with the same formula, charge and spin is 53.6 kcal per mole. Its spin multiplicity is 1. The calculation puts the HOMO energy at -3.391 eV.

Cartesian coordinates (Å):
O  1.13036  -2.05319  -1.18911
C  0.78818  -0.99046  -0.63748
N  -0.44248  -0.54042  -0.35497
C  -2.39282  1.02923  0.52653
O  -3.09022  2.01548  0.39442
C  1.90498  -0.00055  -0.24689
C  1.97485  0.35508  1.21134
H  -1.01511  -0.81954  -1.15568
H  -1.53434  1.17328  1.20973
H  -2.56043  0.08651  0.01914
H  2.83643  -0.50397  -0.54839
H  1.92523  0.89811  -0.88093
H  0.98512  0.71704  1.51377
H  2.52294  1.25299  1.54369
H  2.18403  -0.50672  1.82937

Forces on the atoms, in the same order (eV/Å):
0.05 0.07 -0.36
-0.50 0.67 0.30
0.59 0.51 -1.00
0.27 1.74 0.94
-0.46 -0.31 -0.54
1.80 -0.45 -0.54
-1.45 1.19 0.84
-0.27 -0.81 0.51
-0.05 -0.96 -0.22
-0.06 -0.28 0.06
-0.03 -0.03 0.21
-0.67 -0.12 0.16
-0.35 -0.50 -0.05
0.81 -0.57 -0.56
0.31 -0.15 0.23

---

Entry 2:
The molecule C18H13NO4S. Source: OMol25; level of theory: wB97M-V/def2-TZVPD.

As for the calculated total energy: -1447.65907 hartree. The frontier orbital gap is 8.59 eV. Its maximum force is 0.86 eV/Å. Its spin multiplicity is 1. The calculation puts the HOMO energy at -8.303 eV. As for the SMILES: O=C(Nc1ccc(Oc2ccsc2C(=O)O)cc1)c1ccccc1.

Cartesian coordinates (Å):
O  2.01285  -2.54640  4.10422
C  1.50930  -2.06279  3.11128
N  2.29693  -1.55516  2.11571
C  1.94247  -0.79214  0.99987
C  0.89688  0.12672  1.03892
C  0.56157  0.85388  -0.08596
C  1.27466  0.68177  -1.26731
O  1.02321  1.39811  -2.40950
C  -0.23234  1.77417  -2.71327
C  -1.42225  1.07400  -2.38912
C  -2.52682  1.66443  -2.91678
S  -2.16975  3.07291  -3.81985
C  -0.47910  2.89343  -3.49029
C  0.48610  3.85252  -3.99544
O  1.67662  3.82104  -3.81064
O  -0.11007  4.82846  -4.71144
C  2.35615  -0.19342  -1.29662
C  2.68625  -0.92047  -0.17237
C  0.03654  -2.04905  2.88452
C  -0.80409  -1.67105  3.92558
C  -2.17631  -1.69556  3.75370
C  -2.71640  -2.11916  2.55083
C  -1.88242  -2.52752  1.52227
C  -0.50972  -2.49366  1.68412
H  3.28404  -1.75407  2.22780
H  0.35095  0.28426  1.95527
H  -0.23965  1.57607  -0.03796
H  -1.43937  0.16882  -1.80888
H  -3.54340  1.33565  -2.82888
H  0.55812  5.45454  -5.02849
H  2.92423  -0.28770  -2.20798
H  3.52286  -1.60282  -0.20033
H  -0.36857  -1.35598  4.86197
H  -2.82531  -1.39062  4.56105
H  -3.78791  -2.14172  2.41753
H  -2.30418  -2.87746  0.59143
H  0.13792  -2.82403  0.88506

Forces on the atoms, in the same order (eV/Å):
-0.08 0.00 0.18
0.14 -0.07 -0.02
0.55 -0.20 0.09
-0.15 0.40 -0.44
0.26 -0.04 -0.02
0.06 0.14 -0.31
0.14 -0.37 0.49
0.17 0.04 -0.10
-0.33 0.63 -0.49
-0.02 -0.17 0.02
0.20 0.37 -0.22
0.23 -0.38 0.29
-0.36 -0.36 0.22
0.71 0.18 0.03
-0.09 -0.01 -0.03
-0.36 0.26 -0.23
-0.28 0.33 -0.19
-0.19 -0.02 0.26
-0.35 -0.23 0.13
0.22 0.00 -0.08
-0.06 0.04 0.03
-0.05 0.01 0.00
-0.03 -0.05 -0.08
0.05 -0.03 0.14
-0.20 0.01 0.13
-0.04 0.05 0.04
-0.06 0.05 0.01
-0.04 -0.12 0.09
-0.20 -0.11 0.04
0.09 -0.23 0.16
0.07 -0.02 -0.11
0.07 -0.10 -0.02
0.04 0.00 0.09
-0.05 0.03 0.06
-0.08 0.00 -0.01
-0.03 -0.04 -0.07
0.05 0.01 -0.07

---

Entry 3:
A cluster of 2 separate species, C42H51N4O4Si in total in a non-equilibrium geometry. Source: OMol25; level of theory: wB97M-V/def2-TZVPD.

Its net charge is +1. As for the calculated total energy: -2440.24303 hartree. The frontier orbital gap is 4.41 eV. Its maximum force is 4.40 eV/Å. Its energy above the lowest of the compared OMol25 structures with the same formula, charge and spin is 11.0 kcal per mole. Its spin multiplicity is 1. The calculation puts the HOMO energy at -9.876 eV.

Cartesian coordinates (Å):
C  1.25854  1.53575  0.55086
Si  -0.04691  2.11928  1.75368
C  0.71743  3.32512  2.94963
C  -1.48500  2.86746  0.84303
O  -0.59803  0.75667  2.56064
C  -0.69596  0.46853  3.94285
C  0.71053  0.24260  4.53488
C  1.81580  -0.01043  3.71479
C  3.10155  0.00469  4.27231
C  3.25685  0.06018  5.65863
C  2.13105  0.08553  6.48637
C  0.85343  0.15479  5.92681
C  -1.55664  1.56695  4.59419
C  -1.06501  2.45250  5.56161
C  -1.86615  3.50282  6.03048
C  -3.14389  3.70805  5.50920
C  -3.62215  2.85814  4.50773
C  -2.81724  1.81825  4.03509
C  -1.40529  -0.89330  4.10653
C  -0.66567  -2.12373  3.53772
C  -1.80169  -3.11512  3.24492
C  -3.06146  -2.26682  3.05307
N  -2.69512  -0.95574  3.53203
H  1.56736  2.37975  -0.08548
H  2.15381  1.17293  1.07434
H  0.88213  0.72750  -0.09158
H  1.31448  4.04617  2.36953
H  -0.04250  3.88477  3.51096
H  1.38895  2.83388  3.66849
H  -1.16658  3.79526  0.34185
H  -1.86076  2.17406  0.07633
H  -2.31184  3.10894  1.52554
H  1.68106  -0.20536  2.64800
H  3.96558  -0.04912  3.60706
H  4.25665  0.04357  6.09677
H  2.23319  0.06461  7.57386
H  -0.04379  0.16410  6.55357
H  -0.04782  2.35130  5.94414
H  -1.46983  4.15964  6.80779
H  -3.76522  4.52643  5.88076
H  -4.61771  2.98825  4.07704
H  -3.17143  1.19028  3.21336
H  -1.50910  -1.03419  5.20415
H  -0.15037  -1.83073  2.61159
H  0.07008  -2.49918  4.26117
H  -1.59163  -3.74015  2.37403
H  -1.95144  -3.75177  4.12578
H  -3.32708  -2.19165  1.99235
H  -3.94695  -2.65030  3.58082
H  -3.43663  -0.46313  4.01357
C  -1.45588  -0.61367  -7.09817
N  -0.69612  -0.17084  -5.95289
C  -0.45436  1.15199  -5.71065
O  -0.80021  2.09059  -6.42562
C  0.34593  1.22880  -4.40568
C  -0.38162  1.98952  -3.29245
C  -0.67473  3.42963  -3.65931
C  -1.99691  3.88155  -3.75644
C  -2.25946  5.17832  -4.20400
C  -1.19894  6.04589  -4.49524
C  0.12252  5.60453  -4.35600
C  0.38497  4.30211  -3.92169
N  0.57240  -0.18380  -4.08497
C  1.30894  -0.56209  -3.02082
C  1.48592  -1.88858  -2.64809
C  2.22146  -2.31595  -1.55009
C  2.45944  -3.69282  -1.24029
C  3.27612  -4.05540  -0.12266
C  3.52027  -5.37127  0.20609
C  2.95467  -6.40132  -0.57956
N  3.18051  -7.76562  -0.26332
O  2.65605  -8.64142  -0.99211
O  3.89017  -8.06046  0.72423
C  2.15592  -6.08621  -1.69489
C  1.91625  -4.76466  -2.01894
C  -0.08983  -1.11239  -5.02166
C  -1.20064  -1.94766  -4.36385
C  0.89424  -2.01995  -5.77668
H  -1.84586  0.25285  -7.63903
H  -0.82639  -1.20788  -7.77465
H  -2.29355  -1.24313  -6.77148
H  1.30495  1.73687  -4.61706
H  -1.32654  1.46530  -3.07345
H  0.23939  1.94699  -2.37913
H  -2.80868  3.18519  -3.52780
H  -3.29448  5.50574  -4.32768
H  -1.40044  7.06669  -4.82902
H  0.96001  6.26642  -4.58664
H  1.40924  3.93199  -3.81477
H  1.78276  0.24453  -2.44674
H  1.01241  -2.64777  -3.26758
H  2.68323  -1.56746  -0.90386
H  3.71459  -3.25714  0.47706
H  4.13637  -5.64961  1.05664
H  1.74003  -6.90056  -2.28086
H  1.29720  -4.55943  -2.89126
H  -1.96616  -1.28264  -3.93873
H  -1.65777  -2.58944  -5.12813
H  -0.81290  -2.58220  -3.56414
H  1.59856  -1.40525  -6.35384
H  1.46635  -2.65154  -5.09419
H  0.32904  -2.66538  -6.46076

Forces on the atoms, in the same order (eV/Å):
0.34 0.00 -0.38
-0.39 -0.42 1.03
0.18 0.32 -0.10
-0.01 0.13 -0.28
0.22 -0.04 -0.57
0.38 -0.44 -0.16
-0.57 -0.19 0.21
0.22 0.52 0.32
-0.41 -0.38 0.02
0.07 0.05 0.01
-0.16 -0.14 -0.03
0.43 0.18 -0.23
0.60 0.61 -0.13
-0.43 0.06 0.10
0.09 -0.16 -0.12
-0.04 -0.10 0.06
0.31 -0.12 0.00
-0.31 0.22 0.14
0.21 -0.55 1.31
-0.15 0.50 -0.19
0.01 -0.33 0.49
-0.13 0.05 -0.43
-1.31 0.49 -0.79
-0.05 -0.19 0.06
-0.21 0.13 -0.12
-0.02 0.09 0.09
-0.10 -0.07 0.20
0.19 -0.13 -0.16
-0.18 0.11 -0.22
-0.15 -0.20 0.07
0.02 0.17 0.15
0.26 -0.06 -0.15
-0.01 0.43 0.39
-0.16 -0.12 0.30
-0.31 0.06 -0.13
0.07 -0.03 -0.36
0.46 0.14 -0.14
-0.42 0.04 -0.11
-0.16 -0.13 -0.28
0.21 -0.27 -0.11
0.33 0.10 0.16
0.23 0.46 0.28
0.43 0.06 -0.13
-0.07 -0.09 0.20
-0.18 0.05 -0.34
-0.03 -0.07 0.20
0.14 -0.08 -0.28
-0.08 -0.19 -0.02
0.29 -0.16 -0.08
0.37 -0.37 0.09
-0.16 -0.49 -0.29
0.10 0.63 0.12
-0.33 0.90 -1.07
0.57 -1.51 1.38
0.29 0.79 -0.57
-0.36 -0.08 0.46
-0.06 0.17 0.08
0.37 -0.06 -0.32
0.19 0.02 0.16
0.03 -0.26 0.04
0.00 -0.14 0.16
-0.39 0.06 -0.21
1.62 -0.63 2.27
-1.23 1.53 -1.73
0.65 -1.82 1.11
-0.57 1.19 -1.34
0.27 -2.07 0.48
-0.58 0.84 -0.74
-0.20 -1.20 -0.30
-0.36 2.70 -0.50
0.68 -4.25 0.94
0.88 2.06 1.23
-1.35 1.15 -1.87
0.32 -0.29 0.46
0.26 0.70 0.40
-0.75 -0.49 -0.72
-0.07 0.20 0.26
0.26 0.27 0.02
0.19 -0.11 0.25
-0.17 0.22 0.06
0.10 0.21 -0.15
-0.32 -0.32 0.03
0.26 0.13 0.01
-0.21 -0.01 -0.25
0.18 0.30 -0.12
0.38 -0.05 0.09
0.07 -0.39 0.08
-0.33 -0.14 0.09
-0.23 0.29 -0.07
-0.29 -0.23 -0.22
0.34 0.34 0.41
-0.08 -0.10 -0.07
-0.10 -0.23 -0.08
-0.11 0.11 -0.16
0.07 0.19 0.10
0.15 -0.08 0.25
0.19 -0.23 -0.13
0.10 0.19 0.29
-0.25 0.03 -0.18
-0.17 -0.20 0.11
-0.07 0.02 -0.28
0.21 0.19 0.20

---

Entry 4:
The molecule C6H13NO in a non-equilibrium geometry. Source: OMol25; level of theory: wB97M-V/def2-TZVPD.

As for the calculated total energy: -366.38208 hartree. The frontier orbital gap is 10.07 eV. Its maximum force is 2.24 eV/Å. Its energy above the lowest of the compared OMol25 structures with the same formula, charge and spin is 32.5 kcal per mole. Its spin multiplicity is 1. The calculation puts the HOMO energy at -9.215 eV. As for the SMILES: [H]/N=C\[C@@H](C)[C@@H](O)CC.

Cartesian coordinates (Å):
H  -2.51135  -1.04464  0.81884
N  -3.01696  -0.77022  -0.04245
C  -2.20082  -0.23789  -0.88560
C  -0.62749  -0.09816  -0.68385
C  -0.14245  0.98449  -1.64263
C  -0.34121  0.18107  0.78032
O  -0.71229  -0.92716  1.59371
C  1.19636  0.53794  1.06336
C  2.19356  -0.53473  0.65223
H  -2.60907  0.08689  -1.85831
H  -0.22451  -1.07096  -0.98718
H  -0.52598  0.81129  -2.65423
H  0.94796  1.00001  -1.71313
H  -0.48311  1.97544  -1.32589
H  -0.93718  1.03134  1.12961
H  -0.15232  -1.68873  1.36670
H  1.28758  0.69487  2.14480
H  1.46835  1.48873  0.59359
H  2.28027  -0.60937  -0.43543
H  1.92190  -1.51819  1.04433
H  3.18875  -0.29199  1.04122

Forces on the atoms, in the same order (eV/Å):
-0.28 0.14 -0.59
1.06 0.86 -0.93
0.05 -1.14 1.37
-2.12 0.25 -0.68
0.29 0.00 -0.04
2.20 0.25 0.31
0.22 -0.27 0.15
-1.11 -0.07 0.12
0.04 0.04 -0.20
0.23 -0.03 0.32
0.19 0.04 0.13
0.02 -0.02 0.18
-0.07 0.08 0.03
0.04 -0.08 0.00
-0.02 -0.20 -0.07
-0.22 0.39 0.05
-0.19 0.01 -0.13
-0.20 -0.08 -0.03
-0.03 -0.09 0.07
0.08 0.00 -0.01
-0.17 -0.09 -0.06